Density functional theory data (the ωB97M-V functional and the def2-TZVPD basis) for a structure of composition C60H164LiN24O36V.

Element x y z (Å)
O 1.905 2.796 -3.651
V 2.152 1.379 -2.913
O 3.486 1.593 -2.045
Li -0.910 -2.092 3.625
C -0.223 0.686 0.538
C -0.204 -0.369 1.539
C 0.360 -1.713 1.063
O 0.164 -2.670 1.886
C 0.873 -1.885 -0.277
C 0.865 -0.735 -1.109
C 0.385 0.631 -0.692
O 0.593 1.603 -1.516
O 1.471 -0.702 -2.212
O -0.618 -0.262 2.683
H -0.774 1.501 0.826
H 1.277 -2.815 -0.535
C -3.215 2.391 -2.670
O -4.254 2.564 -3.343
N -3.122 2.784 -1.376
N -2.079 1.830 -3.207
H -2.190 2.948 -1.014
H -3.823 3.523 -1.168
H -2.261 1.374 -4.111
H -1.296 1.513 -2.620
C 0.107 1.070 -5.511
O 0.478 0.382 -4.526
N -0.126 0.359 -6.636
N -0.056 2.417 -5.513
H -0.353 -0.646 -6.538
H -0.337 0.764 -7.491
H 0.418 2.990 -4.794
H -0.408 3.003 -6.287
C -0.161 2.438 5.132
O -0.116 3.672 5.242
N -1.262 1.659 5.466
N 0.948 1.780 4.627
H -1.313 0.657 5.449
H -2.016 2.059 5.975
H 0.861 0.811 4.367
H 1.601 2.401 4.191
C -6.622 2.720 3.929
O -7.542 2.083 3.418
N -5.940 2.426 5.064
N -6.212 3.974 3.470
H -5.053 2.915 5.228
H -6.100 1.530 5.426
H -5.233 4.178 3.647
H -6.524 4.042 2.500
C -1.873 -5.086 4.520
O -1.659 -3.860 4.457
N -0.938 -6.002 4.763
N -3.249 -5.508 4.388
H -1.155 -6.973 4.924
H 0.037 -5.730 4.527
H -3.949 -4.873 3.956
H -3.318 -6.464 4.061
C 3.863 0.678 -5.194
O 3.049 0.487 -4.287
N 4.374 -0.392 -5.813
N 4.335 1.973 -5.539
H 4.838 -0.250 -6.675
H 3.947 -1.348 -5.655
H 4.045 2.798 -5.002
H 5.013 1.955 -6.279
C 0.007 -1.612 6.428
O 0.270 -1.481 5.187
N 0.556 -0.811 7.402
N -0.839 -2.584 6.885
H 1.010 0.024 6.967
H 0.081 -0.723 8.222
H -0.835 -2.911 7.837
H -1.268 -3.127 6.122
C 2.047 -5.546 2.726
O 2.634 -6.623 2.963
N 1.538 -4.797 3.899
N 1.858 -4.921 1.504
H 1.310 -3.793 3.808
H 2.021 -5.002 4.769
H 1.007 -4.298 1.552
H 1.872 -5.537 0.692
C 6.043 -5.650 1.628
C 5.265 -6.445 0.566
C 6.072 -6.311 -0.787
O 7.402 -6.777 -0.665
C 8.137 -6.368 -1.767
N 4.983 -7.807 0.938
H 6.016 -4.585 1.341
H 7.074 -5.959 1.465
H 5.719 -5.823 2.605
H 4.319 -5.918 0.420
H 5.999 -5.272 -1.084
H 5.516 -6.958 -1.494
H 7.816 -5.414 -2.048
H 7.911 -6.937 -2.664
H 9.167 -6.503 -1.461
H 4.378 -7.768 1.738
H 5.863 -8.229 1.247
C 0.885 -5.132 -2.602
C 0.977 -6.568 -2.198
C 1.314 -7.459 -3.406
O 1.240 -8.790 -2.989
C 1.631 -9.643 -3.999
N 1.881 -6.728 -1.051
H 0.420 -5.202 -3.609
H 1.866 -4.670 -2.680
H 0.244 -4.519 -1.957
H 0.013 -6.874 -1.787
H 2.291 -7.182 -3.675
H 0.601 -7.337 -4.213
H 0.755 -10.013 -4.518
H 2.139 -10.535 -3.574
H 2.343 -9.252 -4.744
H 2.743 -6.275 -1.169
H 2.157 -7.644 -0.734
C 3.226 1.714 1.547
C 3.876 3.043 1.354
C 4.006 3.915 2.571
O 2.715 4.046 3.166
C 2.615 5.153 4.109
N 5.261 2.862 0.888
H 2.264 1.662 2.048
H 3.976 1.130 2.101
H 3.128 1.269 0.579
H 3.222 3.610 0.643
H 4.312 4.926 2.266
H 4.727 3.462 3.247
H 2.631 6.107 3.570
H 3.421 5.204 4.835
H 1.715 5.045 4.738
H 5.272 2.042 0.267
H 5.529 3.648 0.333
C -7.981 2.094 -1.348
C -6.707 2.249 -0.547
C -6.348 3.725 -0.371
O -7.325 4.406 0.484
C -7.272 5.795 0.461
N -6.883 1.554 0.683
H -7.908 2.395 -2.427
H -8.806 2.689 -0.875
H -8.227 1.039 -1.437
H -5.886 1.841 -1.115
H -6.389 4.124 -1.350
H -5.286 3.866 -0.045
H -8.182 6.043 1.092
H -7.369 6.394 -0.420
H -6.377 6.323 0.923
H -7.180 0.594 0.615
H -7.427 1.923 1.455
C 2.137 4.706 -7.356
C 0.968 5.537 -7.950
C 0.158 6.159 -6.835
O -0.478 5.136 -6.112
C -1.246 5.622 -5.052
N 1.529 6.451 -8.903
H 2.563 5.320 -6.559
H 2.893 4.389 -8.055
H 1.791 3.794 -6.907
H 0.309 4.871 -8.500
H -0.544 6.883 -7.244
H 0.810 6.693 -6.145
H -0.789 6.499 -4.646
H -1.279 4.837 -4.259
H -2.290 5.803 -5.418
H 2.397 6.864 -8.681
H 0.937 7.281 -9.080
C -2.886 5.954 2.546
C -2.827 4.371 2.593
C -1.408 3.937 2.198
O -1.362 4.102 0.753
C -0.034 4.228 0.343
N -3.143 3.969 3.954
H -2.354 6.385 1.667
H -2.293 6.333 3.388
H -3.890 6.356 2.641
H -3.521 3.980 1.886
H -1.185 2.908 2.566
H -0.717 4.533 2.679
H 0.294 5.272 0.087
H 0.293 3.650 -0.559
H 0.591 3.898 1.143
H -2.938 2.938 4.086
H -2.578 4.530 4.594
C -3.999 -0.912 6.338
C -4.150 -1.593 4.976
C -5.600 -1.406 4.462
O -6.517 -2.045 5.444
C -7.868 -1.951 5.100
N -3.181 -1.078 4.007
H -4.955 -0.833 6.885
H -3.611 0.079 6.111
H -3.387 -1.520 6.974
H -4.028 -2.700 5.057
H -5.693 -1.800 3.466
H -5.856 -0.308 4.369
H -8.457 -2.350 5.982
H -8.243 -2.574 4.242
H -8.281 -0.945 4.884
H -3.367 -0.095 3.930
H -3.405 -1.326 2.985
C 4.195 -1.087 4.793
C 4.581 -1.075 3.340
C 5.899 -0.281 3.068
O 6.031 0.064 1.746
C 7.317 0.471 1.506
N 4.523 -2.368 2.662
H 4.349 -2.135 5.146
H 3.097 -0.940 5.006
H 4.825 -0.415 5.361
H 3.845 -0.484 2.821
H 6.656 -1.063 3.338
H 5.962 0.626 3.564
H 7.996 -0.356 1.658
H 7.631 1.239 2.241
H 7.364 0.994 0.545
H 4.921 -3.148 3.234
H 3.587 -2.677 2.422
C -3.031 6.728 -1.560
C -2.148 7.781 -0.918
O -2.680 8.397 0.233
O -3.305 5.638 -0.711
H -2.434 6.424 -2.462
H -3.997 7.085 -1.946
H -1.913 8.513 -1.686
H -1.208 7.310 -0.594
H -3.441 8.913 -0.003
H -2.444 5.339 -0.327
C -2.864 -4.736 0.556
C -4.264 -4.874 1.130
O -4.647 -3.999 2.181
O -2.798 -3.588 -0.217
H -2.659 -5.482 -0.172
H -2.008 -4.681 1.261
H -4.326 -5.826 1.585
H -5.077 -4.905 0.341
H -5.015 -3.225 1.774
H -2.586 -3.827 -1.177
C -2.685 -2.952 -3.583
C -1.728 -1.789 -3.291
O -0.458 -2.228 -3.592
O -2.309 -4.100 -2.837
H -2.821 -3.271 -4.611
H -3.594 -2.629 -3.125
H -1.850 -1.629 -2.176
H -2.028 -0.874 -3.766
H 0.316 -1.638 -3.423
H -1.522 -4.534 -3.115
C -4.244 -0.363 0.328
C -3.693 0.723 1.289
O -4.550 0.991 2.353
O -4.221 -1.615 1.034
H -3.606 -0.314 -0.582
H -5.288 -0.121 -0.028
H -3.529 1.625 0.658
H -2.782 0.326 1.758
H -5.476 1.001 2.047
H -3.696 -2.245 0.486
C 2.031 -3.517 -5.162
C 1.468 -2.693 -6.294
O 0.031 -2.877 -6.371
O 3.390 -3.233 -4.836
H 1.933 -4.578 -5.442
H 1.375 -3.352 -4.361
H 1.847 -3.044 -7.263
H 1.798 -1.686 -6.204
H -0.236 -2.722 -5.457
H 3.467 -3.179 -3.855
C 4.750 -1.353 -0.582
C 4.256 -1.713 -1.934
O 3.669 -3.115 -1.891
O 5.350 -2.465 -0.024
H 3.913 -0.888 -0.010
H 5.460 -0.495 -0.707
H 4.896 -1.655 -2.745
H 3.411 -1.136 -2.171
H 4.234 -3.702 -1.369
H 5.292 -2.398 0.941
C 4.689 5.384 -2.149
C 3.191 5.501 -2.249
O 2.674 6.774 -1.936
O 5.119 4.043 -2.398
H 4.954 5.626 -1.154
H 5.211 6.191 -2.806
H 2.810 4.735 -1.588
H 2.791 5.193 -3.206
H 2.541 6.904 -1.004
H 4.445 3.328 -2.174

The calculation puts the highest occupied orbital energy at -8.2 eV. The energy is -7359.09865 hartree. Its spin multiplicity is 1. As for the largest force on an atom: 0.0954 hartree/bohr. The orbital gap comes out at 7.29 eV. The net charge is 0. For the LUMO energy, the calculation gives -0.89 eV.